Computed, not measured: a structure of composition CH3NO2S2, with wB97M-V/def2-TZVPD.

LUMO energy (spin up / spin down) (eV): -1.95 / -1.94
Energy above the lowest of the compared OMol25 structures with the same formula, charge and spin (kcal per mole): 92.08
HOMO energy (spin up / spin down) (eV): -8.55 / -8.55

Each line ends with the Mulliken charge.
Cartesian coordinates (Å):
O 1.343 -2.977 1.886  -0.399
C -0.414 0.819 -1.260  -0.813
S -0.490 -1.296 1.361  -0.025
N 0.996 -1.978 1.294  0.199
S 0.444 0.974 0.395  0.481
H 0.217 0.124 -1.734  0.360
H -0.159 1.808 -1.637  0.310
H -1.546 0.670 -1.474  0.309
O -0.391 1.855 1.169  -0.422


Computed, not measured: a structure of composition C26H29BrF3NOSSc, with wB97M-V/def2-TZVPD.

LUMO energy (eV): -3.81
Charge: +1
Energy above the lowest of the compared OMol25 structures with the same formula, charge and spin (kcal per mole): 0.00
HOMO energy (eV): -11.30

Each line ends with the Mulliken charge.
Cartesian coordinates (Å):
H -3.173 -4.845 2.018  0.460
C -1.755 -3.269 1.745  -0.246
C -2.247 -5.992 4.291  0.726
C -0.190 1.011 -2.109  -1.163
C -2.289 -4.357 2.402  -1.115
C 2.610 -0.963 3.678  -0.575
H 0.674 5.143 -0.597  0.358
H 2.337 -1.198 -2.979  0.508
H 2.361 -0.343 4.529  0.443
C 3.248 -2.567 1.487  -0.839
H 3.528 -3.160 0.628  0.502
H 0.569 4.921 -3.117  0.388
H -3.052 5.101 -0.770  0.317
F -1.510 -6.338 5.347  -0.267
H 0.534 1.441 -4.796  0.477
H 3.686 -2.394 4.833  0.404
C -1.128 4.747 -1.753  1.989
H -2.211 -2.883 0.839  0.623
C -0.879 0.481 -1.009  1.683
Sc 0.002 -0.846 1.016  0.357
C -1.661 -4.800 3.557  0.527
S 1.196 0.871 2.162  -0.275
N -0.655 -2.631 2.185  -0.049
H 4.230 -3.840 2.897  0.445
C 1.761 -0.572 -2.295  -1.555
C -1.727 2.690 -0.424  -0.195
H 0.297 -1.533 -4.400  0.460
H 0.826 -2.534 3.616  0.510
H 2.441 0.152 -1.840  0.364
O -0.815 -0.851 -0.675  -0.805
H 1.969 1.694 -3.788  0.446
H -0.981 4.648 -3.930  0.438
H 1.373 -1.242 -1.520  0.282
C -0.309 2.383 -2.320  0.366
H -3.186 4.630 -2.466  0.379
Br -2.472 0.569 1.343  -0.154
H 2.393 -1.003 0.286  0.667
F -2.327 -7.049 3.474  -0.236
C 1.278 0.944 -4.173  -2.337
C -0.497 5.144 -3.088  -2.108
C -0.285 -0.920 -3.711  -1.662
C -1.056 3.239 -1.512  -0.630
H -2.655 6.254 -2.030  0.465
H -0.607 6.219 -3.230  0.450
H 0.198 2.810 -3.168  0.614
C 0.627 0.125 -3.054  2.234
H -0.812 5.233 0.351  0.354
C -0.531 -4.154 4.016  -0.935
C 2.546 -1.372 1.306  0.203
C 3.348 -2.117 3.843  -0.453
C 3.650 -2.939 2.753  -0.546
C 2.183 -0.572 2.398  0.156
C -0.371 5.453 -0.621  -1.610
H -0.021 -4.480 4.910  0.515
H -1.074 -0.430 -4.283  0.387
F -3.483 -5.711 4.719  -0.232
H -0.752 -1.575 -2.978  0.283
C -1.631 1.335 -0.196  -0.392
C -0.055 -3.070 3.299  -0.051
H -2.316 3.307 0.239  0.430
C -2.594 5.202 -1.752  -1.661
H -0.404 6.532 -0.768  0.446
H 1.846 0.272 -4.816  0.437


Computed, not measured: a cluster of 2 separate species, C4H8O2 in total, with wB97M-V/def2-TZVPD.

LUMO energy (eV): 0.46
Structure (SMILES): C/C=C\O.C=O
Energy above the lowest of the compared OMol25 structures with the same formula, charge and spin (kcal per mole): 48.56
HOMO energy (eV): -8.58

Each line ends with the Mulliken charge.
Cartesian coordinates (Å):
C -0.997 0.407 -0.974  0.044
H -1.078 -1.002 0.685  0.311
O 1.163 -0.727 1.635  -0.452
C -1.638 -0.165 0.259  -1.024
C 0.142 0.021 -1.554  -0.322
C 1.802 0.286 1.463  -0.032
H 2.174 0.568 0.464  0.211
H -1.738 0.591 1.048  0.248
H 0.486 0.483 -2.476  0.363
H -1.531 1.212 -1.474  0.313
H 0.820 -1.209 -0.236  0.301
H -2.649 -0.526 0.033  0.313
H 2.031 0.968 2.301  0.272
O 1.018 -0.938 -1.150  -0.546


Computed, not measured: a structure of composition C6H9NO, with wB97M-V/def2-TZVPD.

LUMO energy (eV): 0.88
Energy above the lowest of the compared OMol25 structures with the same formula, charge and spin (kcal per mole): 96.03
HOMO energy (eV): -6.64

Each line ends with the Mulliken charge.
Cartesian coordinates (Å):
C 0.450 2.138 -0.452  -1.306
N 0.154 -2.468 -0.190  -0.447
H 1.283 2.035 0.241  0.301
C -0.519 -0.071 1.878  -1.451
H 0.659 -2.999 -0.880  0.208
O -0.935 0.575 -1.799  -0.445
H -0.950 0.866 2.231  0.360
H -0.265 2.850 -0.029  0.323
H 0.611 -0.719 -2.598  0.404
H 0.509 -0.135 2.264  0.281
H 0.181 -2.787 0.764  0.207
C -0.601 -0.168 0.392  -0.907
C -0.170 -1.185 -0.446  0.983
C 0.135 -0.420 -1.678  -1.304
H -1.094 -0.874 2.347  0.404
C -0.243 0.839 -0.637  2.024
H 0.794 2.524 -1.409  0.367


Computed, not measured: a cluster of 7 separate species, C7H28O7 in total, with wB97M-V/def2-TZVPD.

LUMO energy (eV): 0.20
Structure (SMILES): CO.CO.CO.CO.CO.CO.CO
Energy above the lowest of the compared OMol25 structures with the same formula, charge and spin (kcal per mole): 93.87
HOMO energy (eV): -10.00

Each line ends with the Mulliken charge.
Cartesian coordinates (Å):
H 1.994 0.026 0.325  0.396
H -0.412 -2.001 -3.399  0.250
H 1.152 -4.575 1.953  0.300
H 0.275 -0.177 -0.976  0.107
H -1.240 0.591 -0.562  0.082
H 4.311 -0.327 -1.307  0.328
H -1.603 3.279 1.458  0.293
H -0.218 -3.663 -2.948  0.301
H -1.734 -4.251 1.903  0.292
H -5.933 0.001 -2.010  0.305
H -2.285 2.985 3.865  0.232
H 1.969 -3.568 -3.750  0.298
H -3.100 2.112 2.530  0.244
H -4.861 2.605 -1.692  0.211
H -3.986 1.055 -1.550  0.051
H 4.858 2.047 1.127  0.295
H 0.700 -2.401 -2.084  0.112
O 1.382 -2.849 -3.989  -0.530
C 3.920 2.485 1.466  -0.320
O 3.927 3.835 1.906  -0.529
H 3.626 1.924 2.360  0.224
H -1.724 1.335 3.464  0.247
C -4.811 1.574 -2.039  -0.311
H -0.576 -0.598 0.557  0.194
O 2.836 -0.442 0.214  -0.503
H -0.148 1.695 1.078  0.383
C -0.702 -4.038 1.644  -0.361
O -6.022 0.890 -1.657  -0.512
O -1.176 2.760 2.144  -0.567
O 0.484 1.173 0.545  -0.563
H -0.520 -2.970 1.819  0.141
H -4.797 1.634 -3.128  0.263
H 3.073 2.281 0.807  0.031
H 2.715 -0.505 -1.897  0.188
H 4.449 4.353 1.287  0.288
C -2.166 2.246 3.073  -0.510
C 3.279 -0.059 -1.071  -0.599
H -0.537 -4.200 0.573  0.140
H 3.282 1.031 -1.168  0.260
C 0.332 -2.722 -3.064  -0.420
C -0.309 0.202 -0.138  -0.215
O 0.295 -4.772 2.334  -0.520


Computed, not measured: a structure of composition C18H17FN3O2Pt, with wB97M-V/def2-TZVPD.

LUMO energy (eV): -2.93
Charge: +1
Energy above the lowest of the compared OMol25 structures with the same formula, charge and spin (kcal per mole): 28.17
HOMO energy (eV): -11.56

Each line ends with the Mulliken charge.
Cartesian coordinates (Å):
C -0.063 3.844 -1.742  -0.609
C -0.116 4.768 -0.719  0.342
H 2.151 0.862 -0.070  0.372
H -6.055 -0.132 -0.893  0.514
C -0.211 4.395 0.607  -0.594
C -0.275 3.041 0.918  -0.144
H 1.708 -0.547 6.265  0.426
C 1.665 -0.213 2.915  0.442
C -5.009 -0.016 -0.641  -0.230
H -0.680 -1.097 5.766  0.395
H 0.021 4.182 -2.766  0.463
H -2.671 2.196 0.361  0.440
C -0.127 2.490 -1.426  0.062
H -4.471 -4.376 -1.574  0.242
H -2.148 -1.800 -0.458  0.144
H -3.042 -3.508 -1.152  0.139
C 2.518 0.299 1.785  -0.383
C 0.015 -0.857 4.974  -0.714
N 0.410 -0.559 2.633  -0.256
H -0.343 2.740 1.957  0.418
N -2.320 0.196 -0.027  -0.329
H 2.771 1.341 1.986  0.364
H -5.087 2.080 -0.165  0.448
F -0.069 6.073 -1.022  -0.317
H 3.437 -0.279 1.690  0.390
C -4.828 -2.428 -1.157  0.294
C 1.341 -0.548 5.247  -0.243
C -2.849 -0.976 -0.411  -0.142
H -0.230 5.156 1.376  0.462
H 3.216 0.046 4.378  0.390
H -0.092 1.758 -2.222  0.439
C -3.127 1.272 0.054  0.107
C -4.184 -1.127 -0.726  0.486
O 1.787 0.227 0.557  -0.536
C -4.473 1.195 -0.245  -0.742
N -4.037 -3.522 -1.264  -0.284
O -6.018 -2.453 -1.378  -0.600
C -0.242 2.085 -0.098  -0.622
C -0.400 -0.860 3.660  -0.184
Pt -0.367 0.205 0.411  0.432
C 2.181 -0.220 4.203  -0.716
H -1.414 -1.131 3.396  0.435


Computed, not measured: the molecule C7H8O, with wB97M-V/def2-TZVPD.

LUMO energy (eV): -0.88
Structure (SMILES): C/C=c1\c(=O)\c1=C/C
Energy above the lowest of the compared OMol25 structures with the same formula, charge and spin (kcal per mole): 103.35
HOMO energy (eV): -9.03

Each line ends with the Mulliken charge.
Cartesian coordinates (Å):
H -1.582 -1.450 0.576  0.296
H 3.605 0.453 -0.670  0.278
H -3.362 0.484 -1.051  0.264
O 0.039 2.488 -0.855  -0.543
C 3.228 -0.010 0.265  -0.950
H 3.993 -0.791 0.602  0.295
H 3.129 0.677 1.031  0.289
C -0.717 0.172 -0.233  -0.104
C 0.811 0.093 -0.136  -0.287
C -0.041 1.349 -0.457  0.576
C 1.878 -0.675 0.161  -0.106
C -1.817 -0.509 -0.001  0.029
H 1.836 -1.739 0.286  0.411
H -3.703 0.534 0.730  0.257
H -4.028 -0.955 -0.169  0.319
C -3.269 -0.119 -0.079  -1.022


Record order is preserved below.
Largest force on an atom: 3.99; 0.65; 0.59; 3.16; 1.94; 0.89; 4.04 eV/A